No. 1
{
  "formula": "C21H25B2N3O18Pb",
  "method": "ωB97M-V/def2-TZVPD",
  "charge": -2,
  "total_energy_ev": -70117.8818,
  "lumo_energy_ev": 3.54,
  "orbital_gap_ev": 5.87,
  "elements": ["Pb", "O", "C", "O", "B", "O", "C", "O", "O", "C", "O", "C", "O", "O", "O", "C", "O", "B", "O", "C", "O", "O", "C", "O", "C", "O", "O", "O", "H", "C", "O", "H", "H", "H", "C", "C", "C", "C", "N", "H", "H", "H", "H", "H", "H", "H", "C", "C", "C", "C", "N", "H", "H", "H", "H", "H", "H", "H", "C", "C", "C", "C", "N", "H", "H", "H", "H", "H", "H", "H"],
  "coordinates": [[-0.49506, 2.09131, -0.09393], [2.11379, -1.67669, -7.80929], [1.76462, -2.00789, -6.63442], [1.12495, -1.21374, -5.81665], [0.78133, -1.86765, -4.59818], [1.33708, -3.25642, -4.71403], [1.70686, -3.43956, -5.90681], [1.98526, -4.47023, -6.39532], [-0.69866, -1.95763, -4.44921], [-1.09456, -1.39873, -3.26012], [-2.23718, -1.27348, -2.83255], [0.21577, -0.94408, -2.53301], [1.25580, -1.23631, -3.35184], [0.27045, -0.38540, -1.41312], [6.21960, -1.79642, 2.41742], [5.93898, -1.21104, 1.34073], [5.27157, -0.08336, 1.18401], [5.06997, 0.21858, -0.28003], [5.95648, -0.84145, -0.91831], [6.43229, -1.66836, -0.00784], [7.13239, -2.71445, -0.12530], [3.61673, 0.06014, -0.52718], [3.15208, 1.25869, -0.80279], [2.04490, 1.70379, -1.10110], [4.34950, 2.26715, -0.80417], [5.36404, 1.59692, -0.56447], [4.28719, 3.49457, -0.95965], [0.20977, 4.34774, -0.86992], [0.12359, 4.06467, -1.80103], [-2.74880, 3.51779, 2.33151], [-1.50656, 3.64884, 1.67812], [-3.60663, 3.81272, 1.72716], [-2.98816, 2.45479, 2.30240], [-2.87812, 4.02145, 3.28948], [3.59794, -0.23319, 4.27185], [2.47779, 0.45361, 5.08819], [2.03335, 1.82486, 4.49782], [1.59631, 1.65701, 3.10709], [1.36109, 1.37356, 1.97874], [4.44098, 0.45151, 4.17934], [3.39313, -0.43580, 3.22060], [3.81969, -1.21239, 4.69621], [2.79145, 0.70397, 6.10162], [1.56505, -0.11819, 5.25563], [2.78420, 2.61489, 4.51073], [1.15939, 2.16188, 5.05524], [-1.10703, -3.42543, 2.71549], [-2.09303, -3.39531, 1.55960], [-2.80835, -2.09510, 1.41037], [-1.91320, -0.93780, 1.34930], [-1.27113, 0.00597, 1.38953], [-0.45188, -4.28379, 2.56679], [-1.68847, -3.43118, 3.63743], [-0.55031, -2.49185, 2.79676], [-2.83599, -4.19055, 1.62051], [-1.54161, -3.54898, 0.63201], [-3.51517, -2.04180, 2.23840], [-3.46186, -1.99385, 0.54391], [-6.53498, 0.95631, -0.94374], [-6.08704, 1.01873, -2.35648], [-5.04734, 2.14690, -2.67149], [-3.87646, 2.13651, -1.74931], [-2.91786, 2.05249, -1.04714], [-5.80988, 0.56850, -0.22825], [-7.36563, 0.26363, -0.80840], [-6.83610, 1.89214, -0.47294], [-6.96627, 1.05779, -2.99954], [-5.69807, 0.03139, -2.60539], [-5.47462, 3.14349, -2.56036], [-4.63932, 2.20385, -3.68063]]
}

No. 2
{
  "formula": "CHO3Tb",
  "method": "ωB97M-V/def2-TZVPD",
  "spin_multiplicity": 7,
  "e_above_lowest_kj_mol": 554.7,
  "charge": 2,
  "total_energy_ev": -29603.0773,
  "lumo_energy_ev": [-12.74, -10.83],
  "orbital_gap_ev": [8.65, 9.45],
  "elements": ["C", "O", "O", "Tb", "O", "H"],
  "coordinates": [[1.13232, -0.03384, -0.90285], [1.18599, 1.13785, -1.45799], [0.08295, -0.39684, -0.42134], [-1.64634, -0.51092, 1.22903], [2.37736, 0.19005, -0.80943], [-3.13227, -0.38631, 2.36256]]
}